[1]
{
  "formula": "C2H4N4",
  "method": "the ωB97M-V functional and the def2-TZVPD basis",
  "species": ["C", "C", "N", "N", "N", "N", "H", "H", "H", "H"],
  "xyz": [[-0.860, -2.610, -0.833], [0.207, 1.669, 0.439], [0.026, -2.577, -0.121], [-0.393, 1.049, -0.728], [0.244, -0.012, -0.501], [0.871, 0.426, 0.555], [-1.663, -2.440, -1.471], [0.853, 2.445, 0.124], [-0.447, 2.054, 1.149], [1.162, -0.004, 1.386]],
  "atomic_forces_ev_per_a": [[0.204, 0.086, 0.285], [0.220, 0.267, -1.412], [0.565, -0.810, 0.657], [-1.226, 0.745, -1.359], [-0.775, -1.156, -1.669], [1.956, 1.221, 2.241], [-0.889, -0.058, -0.774], [0.850, 0.994, -0.306], [-1.249, 0.174, 1.629], [0.345, -1.465, 0.708]],
  "lowdin_charge": [-0.094, -0.214, 0.046, 0.005, -0.055, -0.029, 0.037, 0.102, 0.094, 0.109],
  "homo_energy_ha": -0.35435,
  "gap_ev": 10.74,
  "e_above_lowest_kcal_mol": 101.9,
  "largest_force_ev_per_a": 3.2,
  "e_tot_ev": -8094.8970
}

[2]
{
  "formula": "C36H40IrN10OPS",
  "method": "the ωB97M-V functional and the def2-TZVPD basis",
  "species": ["Ir", "C", "C", "C", "C", "N", "C", "N", "C", "N", "C", "N", "C", "C", "C", "C", "C", "N", "C", "C", "C", "C", "C", "C", "H", "H", "H", "H", "H", "H", "H", "H", "H", "H", "H", "H", "C", "C", "N", "C", "C", "C", "S", "N", "C", "O", "C", "C", "C", "C", "C", "C", "H", "H", "H", "H", "H", "H", "H", "H", "H", "H", "H", "H", "H", "H", "H", "C", "N", "C", "N", "C", "N", "C", "P", "C", "C", "H", "H", "H", "H", "H", "H", "H", "H", "H", "H", "H", "H", "H"],
  "xyz": [[0.527, 0.159, -0.246], [1.650, -0.676, 3.818], [1.594, -2.061, 3.946], [1.094, -2.790, 2.895], [0.712, -2.163, 1.702], [0.818, -0.819, 1.568], [1.239, -0.108, 2.640], [0.210, -3.004, 0.732], [-0.144, -2.704, -0.457], [-0.234, -1.436, -1.022], [-0.705, -1.570, -2.330], [-0.920, -0.635, -3.159], [-0.517, 0.679, -3.058], [-0.908, 1.504, -4.120], [-0.515, 2.817, -4.170], [0.322, 3.293, -3.165], [0.679, 2.442, -2.153], [0.245, 1.164, -2.049], [-0.944, -2.998, -2.598], [-1.395, -3.650, -3.729], [-1.485, -5.036, -3.673], [-1.127, -5.737, -2.522], [-0.657, -5.074, -1.395], [-0.583, -3.695, -1.453], [2.015, -0.047, 4.618], [1.923, -2.547, 4.855], [1.000, -3.865, 2.931], [1.234, 0.963, 2.536], [-1.513, 1.049, -4.890], [-0.830, 3.463, -4.979], [0.699, 4.305, -3.167], [1.357, 2.781, -1.390], [-1.661, -3.097, -4.620], [-1.825, -5.585, -4.540], [-1.219, -6.815, -2.514], [-0.348, -5.607, -0.506], [-0.185, 6.035, 2.647], [-0.372, 5.804, 1.153], [-0.931, 4.471, 0.849], [-2.366, 4.389, 0.556], [-3.236, 4.270, 1.803], [-0.140, 3.405, 0.897], [-0.928, 1.823, 0.802], [1.152, 3.615, 1.099], [2.085, 2.704, 0.889], [1.867, 1.561, 0.399], [3.483, 3.064, 1.202], [3.824, 4.381, 1.507], [5.145, 4.712, 1.751], [6.130, 3.734, 1.693], [5.791, 2.417, 1.404], [4.472, 2.082, 1.153], [0.176, 7.051, 2.810], [0.549, 5.339, 3.051], [-1.121, 5.918, 3.191], [0.587, 5.888, 0.650], [-1.056, 6.542, 0.738], [-2.525, 3.521, -0.080], [-2.637, 5.279, -0.008], [-2.924, 3.412, 2.403], [-4.277, 4.130, 1.507], [-3.180, 5.166, 2.419], [3.049, 5.134, 1.542], [5.414, 5.735, 1.977], [7.165, 3.998, 1.863], [6.559, 1.656, 1.368], [4.201, 1.061, 0.924], [-4.073, -2.886, 3.155], [-4.521, -2.828, 1.687], [-5.648, -1.790, 1.581], [-5.224, -0.537, 2.088], [-4.810, -0.654, 3.483], [-3.705, -1.598, 3.617], [-2.463, -1.100, 3.021], [-2.586, -0.804, 1.176], [-3.371, -2.469, 0.793], [-4.215, 0.119, 1.254], [-3.231, -3.574, 3.212], [-4.916, -3.270, 3.731], [-4.890, -3.741, 1.420], [-6.486, -2.173, 2.163], [-5.928, -1.716, 0.531], [-5.653, -1.002, 4.082], [-4.498, 0.322, 3.850], [-1.660, -1.815, 3.217], [-2.192, -0.157, 3.500], [-2.606, -3.242, 0.878], [-3.728, -2.456, -0.238], [-4.605, 0.229, 0.240], [-4.017, 1.118, 1.644]],
  "atomic_forces_ev_per_a": [[-1.258, 2.434, 0.996], [-0.046, -0.065, 0.031], [-0.026, 0.000, -0.027], [0.055, -0.130, 0.028], [-0.256, 0.195, -0.085], [0.163, -0.211, -0.126], [0.021, 0.150, 0.019], [0.266, -0.441, 0.285], [-0.177, 0.446, 0.177], [0.511, -0.755, -0.441], [-0.013, 0.325, 0.340], [0.005, 0.100, -0.616], [-0.052, -0.064, 0.316], [-0.049, -0.030, -0.086], [-0.031, 0.028, -0.018], [-0.024, -0.056, -0.021], [0.110, 0.091, 0.053], [0.007, -0.120, -0.113], [-0.050, 0.024, 0.156], [-0.022, 0.064, -0.088], [0.001, 0.005, -0.009], [-0.014, 0.011, 0.006], [0.012, -0.030, 0.157], [-0.113, 0.083, -0.063], [-0.044, 0.029, -0.014], [-0.017, -0.029, -0.016], [0.009, 0.008, 0.006], [0.052, -0.008, -0.091], [-0.015, 0.026, 0.004], [0.005, -0.046, -0.024], [0.033, -0.019, -0.009], [-0.052, -0.055, 0.055], [0.009, -0.011, -0.001], [-0.024, 0.017, 0.007], [0.063, -0.002, 0.001], [-0.026, -0.017, -0.019], [-0.009, -0.033, -0.054], [0.107, 0.002, 0.179], [-0.175, -0.080, -0.004], [-0.088, -0.106, 0.178], [0.079, 0.016, -0.067], [0.173, -0.198, -0.158], [0.446, -1.268, -0.689], [0.064, 0.593, 0.052], [-0.504, -0.006, 0.147], [1.355, -0.621, -0.308], [0.015, -0.094, -0.058], [-0.038, -0.004, 0.051], [0.018, 0.024, -0.013], [-0.022, -0.025, -0.023], [-0.004, 0.000, 0.000], [0.029, -0.022, 0.035], [0.008, -0.013, 0.019], [-0.010, 0.010, 0.018], [0.008, 0.016, 0.010], [-0.039, 0.057, -0.096], [-0.035, -0.063, -0.073], [0.001, 0.067, -0.110], [0.069, 0.011, -0.028], [-0.019, 0.028, 0.037], [-0.005, 0.016, 0.018], [-0.010, -0.026, 0.027], [0.015, 0.003, -0.006], [-0.013, -0.006, -0.002], [-0.015, -0.001, 0.038], [-0.005, 0.008, -0.005], [-0.003, 0.013, -0.037], [0.098, 0.150, 0.119], [-0.019, -0.030, 0.003], [-0.041, 0.150, 0.012], [-0.188, 0.239, 0.027], [0.113, -0.130, -0.161], [0.095, 0.037, 0.265], [-0.055, 0.016, -0.218], [-0.707, -0.361, 0.271], [0.221, 0.198, -0.070], [0.219, -0.199, -0.006], [-0.040, -0.065, -0.055], [-0.048, -0.045, -0.087], [0.014, -0.011, -0.015], [0.038, -0.085, 0.011], [0.035, -0.069, -0.021], [-0.013, -0.006, -0.016], [-0.009, 0.001, 0.007], [0.035, 0.034, 0.022], [0.037, -0.023, 0.028], [-0.065, -0.071, 0.035], [-0.055, -0.066, 0.014], [-0.002, 0.065, 0.001], [-0.065, 0.024, -0.013]],
  "lowdin_charge": [1.216, -0.026, -0.027, -0.002, -0.326, -0.056, -0.127, 0.172, -0.317, -0.098, -0.277, 0.189, -0.289, 0.014, -0.024, -0.027, -0.121, -0.052, -0.103, 0.014, -0.040, -0.044, 0.004, -0.118, 0.122, 0.124, 0.123, 0.087, 0.124, 0.124, 0.121, 0.096, 0.125, 0.117, 0.116, 0.121, -0.057, -0.175, -0.095, -0.232, -0.068, -0.620, 0.736, 0.126, -0.445, -0.253, -0.141, -0.014, -0.056, -0.053, -0.057, -0.014, 0.087, 0.070, 0.067, 0.112, 0.124, 0.073, 0.125, 0.058, 0.084, 0.074, 0.106, 0.113, 0.115, 0.112, 0.115, -0.102, -0.065, -0.105, -0.148, -0.141, -0.146, -0.294, 0.990, -0.253, -0.303, 0.147, 0.149, 0.184, 0.149, 0.147, 0.143, 0.141, 0.084, 0.098, 0.088, 0.105, 0.100, 0.075],
  "homo_energy_ha": -0.48210,
  "gap_ev": 7.01,
  "charge": 2,
  "e_above_lowest_kcal_mol": 0.0,
  "largest_force_ev_per_a": 2.9,
  "e_tot_ev": -77882.1168
}